Record 1
The following is a quantum chemistry calculation of 8 unconnected molecules or ions with the total composition C24H62N8O8, from the Open Molecules 2025 dataset.

The geometry in XYZ format:
```
102
Properties=species:S:1:pos:R:3:lowdin_charge:R:1
C 7.0893 10.7061 13.3455 -0.027
C 7.3862 9.3941 12.6422 -0.563
C 6.7858 9.4204 11.2611 -0.026
C 8.8782 9.2754 12.4681 -0.129
C 9.4064 7.8853 12.0925 -0.171
C 8.8825 6.8021 13.0159 -0.129
C 7.3418 6.8687 13.2181 -0.508
C 6.7089 6.1872 11.9695 -0.033
C 6.8308 6.0535 14.4000 -0.055
N 7.0040 8.2713 13.4767 -0.045
O 5.5446 8.4069 13.5174 -0.051
H 6.0528 11.0470 13.2374 0.087
H 7.2933 10.6942 14.4358 0.082
H 7.6624 11.4771 12.8482 0.059
H 7.2915 8.7900 10.5398 0.073
H 5.7371 9.1966 11.2631 0.079
H 6.9491 10.3867 10.7769 0.089
H 9.1556 10.0663 11.7380 0.118
H 9.3189 9.5108 13.4554 0.122
H 9.0323 7.5455 11.0889 0.110
H 10.4558 7.8967 12.1039 0.069
H 9.3778 6.9202 14.0010 0.119
H 9.2106 5.8096 12.6235 0.134
H 5.6787 6.5139 11.8058 0.083
H 6.7676 5.1034 12.0257 0.079
H 7.3079 6.4347 11.0775 0.068
H 6.9597 6.5149 15.4205 0.092
H 7.2803 5.0498 14.3352 0.086
H 5.7393 5.8490 14.3887 0.084
H 5.2651 8.5165 14.4526 0.116
C 12.3091 14.6584 8.3832 -0.036
C 12.8948 13.2229 8.5779 -0.490
C 14.0564 13.0017 7.6076 -0.030
C 13.2936 13.0451 10.0804 -0.097
C 13.5530 11.5366 10.4238 -0.158
C 12.3742 10.7463 10.0850 -0.158
C 11.8636 10.8937 8.6511 -0.522
C 12.7235 10.1211 7.6332 -0.004
C 10.4856 10.2973 8.5763 -0.038
N 11.7612 12.3103 8.3192 -0.113
O 11.3299 12.4213 6.9506 -0.028
H 11.3996 14.8465 9.0043 0.071
H 13.0380 15.4073 8.7534 0.087
H 12.0925 14.9381 7.3439 0.082
H 14.7762 13.8045 7.6303 0.087
H 14.6554 12.1353 7.8963 0.069
H 13.8143 12.8956 6.5643 0.080
H 14.1412 13.7895 10.1939 0.136
H 12.5516 13.4800 10.7690 0.110
H 14.3835 11.2883 9.8078 0.095
H 13.7699 11.5028 11.5240 0.122
H 11.5007 10.9209 10.7310 0.118
H 12.6150 9.7010 10.2181 0.120
H 13.6542 10.6680 7.6937 0.053
H 12.3079 10.2953 6.6361 0.085
H 12.8270 9.0647 7.7455 0.089
H 10.4846 9.2909 8.9807 0.085
H 10.0820 10.2181 7.5975 0.074
H 9.7316 10.7644 9.2277 0.080
H 12.0507 12.0904 6.3887 0.070
N 14.0376 8.9922 16.6311 0.171
C 13.8103 10.1387 17.2260 -0.728
N 14.0762 10.1957 18.5594 0.168
O 13.3218 11.0939 16.6762 0.025
H 13.2432 8.7002 15.9885 0.098
H 14.5846 8.3235 17.1016 0.097
H 14.6800 9.5147 18.9399 0.079
H 14.3283 11.1798 18.7803 0.132
N 8.0408 14.3153 11.5796 0.134
C 9.2627 13.5756 11.2610 -0.516
N 9.5717 13.5851 9.8438 0.146
O 9.9886 13.0215 12.0831 0.012
H 7.4053 14.0170 12.2736 0.063
H 7.5663 14.8166 10.8781 0.056
H 8.9631 13.9009 9.1382 0.072
H 10.3942 13.1589 9.4289 0.035
N 15.6602 12.0684 14.5801 0.144
C 16.6729 11.1729 14.2443 -0.679
N 16.6543 10.0681 15.0823 0.126
O 17.5572 11.3334 13.4368 0.037
H 15.3477 12.6954 13.8256 0.106
H 14.9454 11.6195 15.1782 0.062
H 15.7782 9.5382 15.2357 0.069
H 17.4209 9.4398 14.9770 0.082
C 12.8196 8.9287 13.4828 -0.120
O 12.2961 8.2546 14.6316 -0.146
H 13.2693 9.9014 13.6891 0.074
H 13.5693 8.2417 13.0835 0.090
H 12.0996 8.9540 12.6820 0.044
H 11.6065 8.8475 14.9582 0.030
C 10.2746 12.4976 15.1172 -0.137
O 10.6257 12.1437 16.4313 -0.139
H 10.9750 12.0459 14.4139 0.083
H 9.2894 12.0587 15.0308 0.070
H 10.2028 13.5345 14.9543 0.064
H 11.5945 12.1807 16.5506 0.064
C 9.2336 9.1144 16.7479 -0.143
O 10.4821 9.4289 16.2258 -0.147
H 9.1407 9.3509 17.7998 0.080
H 8.4359 9.6454 16.2406 0.061
H 9.0187 8.0478 16.6281 0.081
H 10.6961 10.3840 16.2882 0.044
```

Summary:
- structure (SMILES) = CC1(C)CCCC(C)(C)N1O.CC1(C)CCCC(C)(C)N1O.NC(N)=O.NC(N)=O.NC(N)=O.CO.CO.CO
- HOMO energy (eV) = -8.66
- gap between HOMO and LUMO (Eh) = 0.339
- energy relative to the best compared isomer or geometry (same formula, charge and spin) (kcal per mole) = 9.9



Record 2
The following is a quantum chemistry calculation of a molecular structure, C7H4N2O4Ti, from the Open Molecules 2025 dataset.

The geometry in XYZ format:
```
18
Properties=species:S:1:pos:R:3:lowdin_spin:R:1
O -0.1428 -3.3241 -0.4182 0.034
C -0.1298 -2.1419 -0.4105 0.027
Ti 0.7571 -0.2080 0.3524 1.660
O -4.4891 0.0596 -2.7350 0.000
C -3.3658 -0.0452 -2.4723 0.001
C 2.6463 0.0055 -0.1200 0.086
O 3.5436 0.1597 -0.8472 0.109
C -0.2369 1.7184 0.0253 0.034
O -0.2795 2.8709 0.2975 0.045
N -1.4058 0.2632 4.0822 0.000
C -1.2847 -1.1146 4.0732 0.000
C -0.6426 -1.5215 2.8921 0.005
N -0.3839 -0.2753 2.1857 0.000
C -0.7919 0.7565 2.9626 0.001
H -1.8881 0.8103 4.8249 0.000
H -1.7145 -1.7611 4.8725 0.000
H -0.4728 -2.5022 2.4365 0.000
H -0.9079 1.8154 2.6907 0.000
```

Summary:
- HOMO energy (alpha / beta) (eV) = -17.16 / -17.15
- 2S+1 = 3
- total charge = +2
- gap between HOMO and LUMO (alpha / beta) (Eh) = 0.261 / 0.265
- energy relative to the best compared isomer or geometry (same formula, charge and spin) (kcal per mole) = 13.5
- expectation value of S² = 2.006



Record 3
The following is a quantum chemistry calculation of a molecular structure, C34H40Br42N2O, from the Open Molecules 2025 dataset.

The geometry in XYZ format:
```
119
Properties=species:S:1:pos:R:3:lowdin_charge:R:1
C -1.6986 4.4157 -5.2567 0.063
C -0.9682 3.4461 -5.0921 -0.131
C -0.1120 2.2263 -4.5755 -0.194
C -0.7175 1.5739 -3.2562 -0.216
C -0.8684 2.6289 -2.0499 -0.167
C 0.0054 2.2538 -0.7850 -0.167
C 0.8209 3.3400 -0.0903 -0.035
C 1.7088 2.9589 1.1255 -0.138
O 2.4841 3.9306 1.7868 -0.130
C 1.9581 4.0802 3.1609 -0.257
C 2.4075 5.3890 3.9556 -0.295
C 1.1461 6.4007 3.8841 -0.108
C 3.6606 6.1449 3.3674 -0.156
C 5.0393 5.6068 3.9880 -0.368
C 6.2230 6.4861 3.3316 -0.104
C 5.3812 4.0933 3.6322 -0.077
C 1.7459 1.4784 1.5808 -0.107
N 2.5980 1.1799 2.6561 0.032
C 2.5538 -0.1471 3.0276 -0.193
C 1.7021 -1.1656 2.3054 -0.271
N 0.8818 -0.9447 1.2192 0.112
C 0.9252 0.4232 0.9029 -0.168
C 0.0762 0.8652 -0.2788 0.000
H -2.2259 5.4027 -5.3000 0.048
H 0.9523 2.5642 -4.3776 0.116
H -0.1085 1.4784 -5.4345 0.112
H -0.0585 0.6983 -2.9781 0.108
H -1.7682 1.2299 -3.5312 0.080
H -0.4653 3.6180 -2.4492 0.109
H -1.9580 2.7404 -1.7855 0.031
H 0.7447 4.4106 -0.5203 -0.054
H 2.3878 3.2156 3.7958 -0.064
H 0.8285 3.9162 3.1782 0.119
H 2.5532 5.1904 5.0691 0.141
H 0.1824 5.8480 4.0750 0.062
H 1.1525 6.8449 2.8373 0.093
H 1.3086 7.2624 4.6112 0.047
H 3.5644 7.2390 3.6869 0.119
H 3.7127 6.1848 2.2356 0.122
H 5.1085 5.7962 5.0986 0.127
H 5.8845 7.5514 3.1780 0.071
H 6.3734 6.0328 2.3026 0.073
H 7.1796 6.3766 3.9168 0.079
H 5.7199 3.5819 4.5963 0.084
H 4.5125 3.4844 3.2512 0.056
H 6.2377 3.9931 2.8894 0.074
H 3.1963 -0.4591 3.9029 0.110
H 1.7348 -2.2210 2.6977 0.038
H -0.5332 0.0899 -0.8362 0.044
C 0.4311 2.8786 6.5129 -1.555
Br 1.3066 2.7573 8.2371 0.543
Br 1.4563 2.0081 5.1167 0.805
Br -1.3910 2.2229 6.5832 0.575
H 0.3789 3.9343 6.2575 -0.040
C 0.8507 3.1048 12.6678 -1.617
Br -0.4091 3.7515 11.3483 0.540
Br 2.6265 2.8972 11.9223 0.550
Br 0.8617 4.2122 14.2565 0.562
H 0.5153 2.1172 12.9707 -0.028
C -5.3400 3.5466 -0.5933 -1.596
Br -5.7154 5.3455 0.0184 0.571
Br -5.1363 3.4673 -2.5178 0.563
Br -3.8140 2.7797 0.3179 0.571
H -6.2027 2.9376 -0.3385 -0.028
C -4.8723 -0.8448 -1.6549 -1.582
Br -4.8801 -2.7400 -1.2588 0.557
Br -3.1446 -0.0470 -1.2993 0.612
Br -5.4753 -0.4824 -3.4597 0.563
H -5.5847 -0.3758 -0.9816 -0.026
C 4.2369 -4.4867 1.2305 -1.547
Br 3.8544 -2.6916 1.8587 0.782
Br 4.4369 -4.5456 -0.6929 0.554
Br 5.7642 -5.2599 2.1383 0.587
H 3.3750 -5.1002 1.4794 -0.024
C 3.4213 6.7433 -2.1812 -1.595
Br 2.3171 5.4832 -1.2015 0.758
Br 2.5078 7.4059 -3.7582 0.558
Br 4.0436 8.1883 -1.0790 0.571
H 4.2965 6.2002 -2.5270 -0.026
C -7.1850 -6.2783 -0.0815 -1.608
Br -8.6614 -5.8620 -1.2629 0.561
Br -5.5102 -6.4092 -1.0447 0.524
Br -7.0692 -5.0312 1.3954 0.557
H -7.3842 -7.2576 0.3440 -0.027
C -5.6387 -9.3030 -4.2237 -1.610
Br -5.3932 -10.6436 -5.5996 0.563
Br -5.5373 -7.5086 -4.9431 0.554
Br -7.2734 -9.5877 -3.2254 0.557
H -4.8155 -9.4120 -3.5234 -0.026
C -1.0834 9.3910 6.7286 -1.618
Br -0.6687 7.5023 6.8296 0.574
Br 0.4947 10.4864 6.9723 0.562
Br -2.0214 9.8334 5.0934 0.563
H -1.7559 9.6137 7.5517 -0.030
C -3.0719 -10.1340 -8.9249 -1.611
Br -2.5705 -8.3258 -8.4482 0.572
Br -3.8936 -10.2117 -10.6774 0.575
Br -1.5802 -11.3589 -8.7731 0.570
H -3.8217 -10.4553 -8.2069 -0.083
C 7.4931 -1.4984 1.3073 -1.637
Br 7.1126 0.2935 1.9354 0.553
Br 7.6928 -1.5580 -0.6180 0.554
Br 9.0198 -2.2707 2.2147 0.554
H 6.6316 -2.1120 1.5565 -0.112
C -2.7701 -6.1039 -11.5671 -1.638
Br -4.2483 -5.6919 -12.7482 0.560
Br -1.0956 -6.2402 -12.5294 0.561
Br -2.6540 -4.8494 -10.0962 0.540
H -2.9700 -7.0817 -11.1358 -0.100
C 1.2071 -6.3493 -2.6848 -1.624
Br 1.3110 -8.1642 -2.0168 0.559
Br -0.1078 -6.1755 -4.0958 0.563
Br 0.9034 -5.0754 -1.2591 0.535
H 2.1744 -6.1148 -3.1204 -0.033
C -6.6588 -14.9469 -6.6822 -1.621
Br -5.3663 -15.3453 -5.2963 0.559
Br -8.2922 -14.2067 -5.9522 0.560
Br -5.9079 -13.8102 -8.0587 0.541
H -6.9194 -15.8892 -7.1551 -0.030
```

Summary:
- HOMO energy (eV) = -8.47
- gap between HOMO and LUMO (Eh) = 0.268



Record 4
The following is a quantum chemistry calculation of a single C23H27ClN4O2 molecule, from the Open Molecules 2025 dataset.

The geometry in XYZ format:
```
57
Properties=species:S:1:pos:R:3:nbo_charge:R:1
C 2.3171 3.2089 2.7056 -0.662
C 2.2147 2.0492 2.2093 -0.153
N 1.7094 0.9890 3.4069 -0.456
C 0.6031 1.3169 3.8047 -0.195
C -0.6967 1.2913 2.9312 -0.663
C 1.8643 -0.4634 3.2689 -0.171
C 1.4511 -1.0093 1.7940 -0.440
C 2.4595 -1.2828 0.6462 -0.254
N 1.7197 -1.4822 -0.5369 -0.425
C 1.3306 -2.5955 -1.0071 0.328
C 2.0018 -3.9550 -0.2722 -0.683
C 0.6076 -3.1826 -2.0353 -0.399
C -0.1088 -1.9612 -2.6757 0.436
C -0.0855 -0.8256 -2.1058 -0.298
C 0.7126 -0.3713 -1.1336 0.703
O 0.9846 0.6877 -0.6734 -0.581
C -0.7904 0.3065 -2.9302 -0.251
C -1.5773 0.8697 -1.7629 0.064
C -1.8393 2.3003 -1.4055 -0.179
C -2.6290 2.8472 -0.4979 -0.164
C -3.1158 2.0146 0.3257 -0.339
C -3.0551 0.7975 0.1975 0.109
Cl -3.9761 -0.3169 1.3704 -0.094
C -2.3701 0.0849 -0.8288 -0.219
C -1.7563 -0.2869 -3.8274 -0.279
C -2.5757 0.7070 -4.6524 0.265
N -3.3757 1.6001 -5.0931 -0.305
C -1.7127 -1.4135 -4.2250 0.537
N -2.4820 -2.1559 -5.1005 -0.829
O -0.7843 -2.3978 -3.7579 -0.445
H 2.8151 3.3135 3.5413 0.229
H 1.4180 3.6776 2.6242 0.226
H 2.9344 3.8636 1.9265 0.219
H 3.2072 1.2429 2.0546 0.160
H 1.6651 1.8769 1.3493 0.209
H 0.6818 2.2647 4.4248 0.169
H 0.3734 0.6338 4.6859 0.170
H -1.0675 0.2649 2.5682 0.203
H -0.6850 1.7535 2.0395 0.194
H -1.7226 1.7585 3.4393 0.208
H 1.5002 -0.9490 3.9451 0.174
H 2.9051 -0.5568 2.9757 0.185
H 1.1108 -2.0348 2.0724 0.193
H 0.4461 -0.4690 1.5165 0.232
H 3.2485 -1.8170 0.8407 0.216
H 2.6046 -0.1325 0.3137 0.249
H 1.9052 -5.0297 -0.5113 0.239
H 1.9555 -3.8796 0.8819 0.210
H 3.1595 -3.6379 -0.3287 0.198
H 0.5463 -4.2345 -2.2473 0.248
H -0.1599 1.1005 -3.1633 0.244
H -1.3921 2.7868 -2.0975 0.179
H -2.5272 4.0616 -0.4964 0.232
H -3.6969 2.2971 1.1259 0.237
H -2.3813 -0.8351 -0.8675 0.185
H -3.2009 -1.5454 -5.6199 0.400
H -2.6885 -3.1455 -5.1326 0.428
```

Summary:
- structure (SMILES) = CCN(CC)CCCn1c(C)cc2c(c1=O)[C@H](c1cccc(Cl)c1)C(C#N)=C(N)O2
- HOMO energy (eV) = -7.77
- gap between HOMO and LUMO (Eh) = 0.298
- energy relative to the best compared isomer or geometry (same formula, charge and spin) (kcal per mole) = 475.3



no.,calculated total energy (Ha),maximum force (eV Å⁻¹)
1,-1991.5689,3.64
2,-1528.3885,9.07
3,-109612.4175,4.91
4,-1721.6516,17.64